[1]
Formula: C19H10BrCl4IrNO4
Source: the OMol25 dataset
Level of theory: ωB97M-V with the def2-TZVPD basis set

ORCA input file:
```
! RIJCOSX wB97M-V def2-TZVPD def2/J DEFGRID3
* xyz -1 5
Ir -1.53 -0.75 -2.22
Cl -7.05 2.38 0.54
C -6.01 1.24 -0.25
C -6.30 -0.10 -0.39
Cl -7.81 -0.57 0.27
C -5.42 -0.98 -1.05
Cl -5.88 -2.65 -1.09
C -4.21 -0.58 -1.46
O -3.38 -1.43 -2.06
C -3.84 0.80 -1.37
O -2.70 1.24 -1.82
C -4.78 1.67 -0.73
Cl -4.38 3.38 -0.92
Br -2.66 -0.23 1.39
C -0.84 0.21 0.98
C -0.17 1.05 1.87
C 1.03 1.65 1.49
C 1.56 1.37 0.29
C 1.04 0.25 -0.52
N -0.30 -0.14 -0.14
C 1.18 0.42 -2.01
O 2.19 1.04 -2.37
O 0.32 -0.13 -2.76
H -0.79 1.44 2.69
H 1.45 2.43 2.09
H 2.43 2.00 -0.03
C 1.88 -1.18 -0.22
C 3.24 -1.09 0.34
C 3.44 -1.35 1.72
C 4.76 -1.23 2.17
C 5.81 -0.79 1.35
C 5.55 -0.55 0.01
C 4.32 -0.78 -0.48
H 1.19 -1.74 0.43
H 1.92 -1.75 -1.16
H 2.62 -1.68 2.35
H 4.97 -1.52 3.22
H 6.81 -0.62 1.92
H 6.35 -0.12 -0.57
H 4.01 -0.58 -1.49
*
```

Kohn-Sham gap (spin up / spin down): 6.831 / 5.148 eV
Highest occupied orbital energy (spin up / spin down): -4.37 / -4.40 eV
Relative energy (zero: lowest compared OMol25 entry of this formula, charge and spin): 0.222 eV
⟨S²⟩: 6.05

***

[2]
Formula: C7H21F3O8Zr
Source: the OMol25 dataset
Level of theory: ωB97M-V with the def2-TZVPD basis set

ORCA input file:
```
! RIJCOSX wB97M-V def2-TZVPD def2/J DEFGRID3
* xyz 0 1
Zr -1.51 -0.08 0.00
C -1.43 -1.15 -3.24
O -1.70 -0.90 -1.92
H -2.33 -1.48 -3.78
H -0.98 -0.29 -3.76
H -0.68 -1.96 -3.35
C -4.76 0.35 0.31
O -3.51 -0.17 0.56
H -4.75 1.00 -0.58
H -5.48 -0.46 0.12
H -5.13 0.99 1.12
C -1.03 2.73 -1.83
O -1.53 1.80 -0.95
H -1.83 3.22 -2.39
H -0.44 3.50 -1.29
H -0.31 2.27 -2.53
C 1.92 0.13 0.03
O 2.63 -0.86 0.77
O 0.64 -0.14 0.04
C 2.17 1.56 0.56
F 1.75 1.74 1.82
F 3.47 1.92 0.51
F 1.51 2.44 -0.20
C 4.04 -0.81 0.77
C 4.59 -2.14 1.25
H 5.48 -2.41 0.69
H 4.84 -2.07 2.31
H 3.87 -2.95 1.13
H 4.41 -0.03 1.44
H 4.43 -0.58 -0.24
H 2.37 0.15 -1.00
O -1.25 -0.90 2.28
H -1.74 -0.59 3.05
H -0.51 -1.43 2.59
O -1.24 -2.32 0.18
H -0.98 -2.86 -0.58
H -1.63 -2.89 0.84
O -1.23 1.59 1.56
H -1.46 2.51 1.36
H -0.65 1.59 2.33
*
```

Kohn-Sham gap: 7.972 eV
Highest occupied orbital energy: -8.28 eV
Relative energy (zero: lowest compared OMol25 entry of this formula, charge and spin): 0.000 eV

***

[3]
Formula: C16H21ClF4INO6S
Source: the OMol25 dataset
Level of theory: ωB97M-V with the def2-TZVPD basis set

ORCA input file:
```
! RIJCOSX wB97M-V def2-TZVPD def2/J DEFGRID3
* xyz 0 1
C -3.43 0.67 0.87
C -2.84 0.46 -0.56
C -2.00 1.68 -1.05
I -2.31 1.91 -3.20
C -0.47 1.56 -0.83
O 0.07 0.27 -0.52
C 0.14 0.19 0.85
O 0.06 -0.83 1.38
C 0.39 1.62 1.49
C 1.78 1.50 2.18
C 2.83 0.68 1.41
C 4.16 0.87 2.14
F 4.03 0.45 3.41
F 4.49 2.16 2.25
F 5.16 0.24 1.57
C -0.68 2.05 2.51
O -1.60 2.69 2.21
N -0.53 1.69 3.94
C -0.30 2.90 4.61
O 0.43 3.66 4.17
F -0.95 3.10 5.73
C 0.23 2.49 0.23
Cl 1.74 3.06 -0.61
H -4.23 -0.03 1.11
H -2.61 0.50 1.58
H -3.72 1.72 1.03
H -3.68 0.32 -1.25
H -2.25 -0.46 -0.52
H -2.36 2.60 -0.57
H 0.04 1.81 -1.76
H 1.65 1.01 3.16
H 2.10 2.53 2.41
H 3.01 1.01 0.38
H 2.62 -0.40 1.48
H -1.41 1.25 4.23
H -0.35 3.41 0.30
C 1.33 -3.54 -2.90
C 0.46 -4.14 -4.01
C -0.99 -4.11 -3.51
S -1.11 -2.73 -2.37
O -1.38 -3.24 -1.05
O -1.91 -1.69 -2.96
C 0.62 -2.26 -2.46
H 2.34 -3.33 -3.26
H 1.40 -4.24 -2.07
H 0.55 -3.54 -4.92
H 0.76 -5.16 -4.26
H -1.70 -3.96 -4.33
H -1.25 -5.02 -2.97
H 0.95 -1.90 -1.49
H 0.71 -1.48 -3.21
*
```

Kohn-Sham gap: 9.610 eV
Highest occupied orbital energy: -9.42 eV
Relative energy (zero: lowest compared OMol25 entry of this formula, charge and spin): 0.747 eV
SMILES: CC[C@H](I)[C@@H]1OC(=O)[C@](CCC(F)(F)F)(C(=O)NC(=O)F)[C@H]1Cl.O=S1(=O)CCCC1